Record 1
Here is C31H29F3N5O6SV as an isolated structure from OMol25. Energies are from wB97M-V/def2-TZVPD.

Output
2S+1: 3
LUMO energy (alpha / beta), eV: -0.1 / -0.3
<S²>: 2.012
HOMO energy (alpha / beta), Eh: -0.2869 / -0.2868
DFT total energy, eV: -97035.678
Strongest force on any atom, hartree/bohr: 0.00212
Kohn-Sham gap (alpha / beta), eV: 7.661 / 7.469

Each line ends with the Löwdin spin population.
Cartesian coordinates (Å):
1 V 0.20 -0.90 -0.50  1.892
2 O 5.02 -2.78 -3.75  0.005
3 C 3.99 -2.34 -3.00  0.008
4 C 3.99 -1.07 -2.41  -0.002
5 C 2.89 -0.72 -1.66  0.007
6 N 1.88 -1.55 -1.50  -0.010
7 C 1.86 -2.76 -2.04  0.007
8 C 2.91 -3.21 -2.81  -0.003
9 C 0.59 -3.51 -1.67  0.003
10 O 0.37 -4.62 -2.09  0.008
11 O -0.16 -2.80 -0.87  0.002
12 C 2.67 0.58 -0.89  0.004
13 O 3.50 1.46 -0.88  0.009
14 O 1.53 0.57 -0.26  0.005
15 H 5.70 -2.11 -3.81  0.000
16 H 4.82 -0.38 -2.52  0.000
17 H 2.89 -4.20 -3.25  0.000
18 C -3.91 2.43 1.79  0.000
19 C -4.39 1.15 1.12  0.000
20 N -4.01 1.06 -0.29  0.009
21 C -4.95 1.62 -1.27  0.001
22 C -4.56 3.00 -1.77  0.000
23 C -2.84 0.55 -0.69  0.006
24 S -1.76 -0.01 0.55  -0.008
25 N -2.67 0.55 -2.02  0.001
26 C -1.59 0.18 -2.68  0.009
27 O -0.49 -0.25 -2.22  0.019
28 C -1.67 0.30 -4.17  0.000
29 C -2.78 0.87 -4.78  0.001
30 C -2.83 0.98 -6.16  0.000
31 C -1.77 0.51 -6.94  0.002
32 C -0.67 -0.06 -6.33  0.000
33 C -0.61 -0.16 -4.95  0.002
34 H -4.17 2.42 2.85  0.000
35 H -4.37 3.31 1.35  0.000
36 H -2.83 2.52 1.71  0.000
37 H -5.48 1.09 1.16  0.000
38 H -4.00 0.28 1.64  0.000
39 H -5.92 1.65 -0.79  0.000
40 H -5.01 0.93 -2.11  0.000
41 H -4.53 3.73 -0.95  0.000
42 H -5.29 3.35 -2.50  0.000
43 H -3.58 2.97 -2.24  0.000
44 H -3.59 1.23 -4.17  0.000
45 H -3.69 1.42 -6.64  0.000
46 H -1.82 0.59 -8.02  0.000
47 H 0.16 -0.42 -6.93  0.000
48 H 0.25 -0.60 -4.46  0.000
49 N 0.65 1.79 2.39  0.000
50 C 1.70 1.85 3.27  0.000
51 C 3.02 1.92 2.80  0.000
52 C 4.08 1.85 3.69  0.000
53 C 3.87 1.73 5.06  0.000
54 C 2.56 1.69 5.53  0.000
55 C 1.49 1.75 4.65  0.000
56 H -0.28 2.02 2.71  0.000
57 H 0.83 1.92 1.41  0.000
58 H 3.20 2.02 1.74  0.000
59 H 5.09 1.90 3.30  0.000
60 H 4.70 1.68 5.74  0.000
61 H 2.37 1.60 6.59  0.000
62 H 0.47 1.69 5.03  0.000
63 F 0.55 -3.53 6.03  0.000
64 C 1.59 -2.88 5.48  0.001
65 F 1.88 -1.84 6.28  0.000
66 F 2.64 -3.71 5.51  0.001
67 C 1.29 -2.43 4.07  0.007
68 C 0.25 -3.00 3.35  -0.001
69 C 0.03 -2.57 2.06  0.008
70 N 0.78 -1.63 1.48  0.002
71 C 1.79 -1.09 2.18  0.008
72 C 2.08 -1.47 3.48  -0.002
73 H -0.39 -3.76 3.79  0.000
74 H -0.76 -2.99 1.45  0.000
75 H 2.36 -0.33 1.69  0.000
76 H 2.89 -0.98 4.01  0.000

=====

Record 2
Here is C43H65AsCaGeN2O9P2Si as an isolated structure at a distorted geometry from OMol25. Energies are from wB97M-V/def2-TZVPD.

Output
2S+1: 1
LUMO energy, eV: -0.4
HOMO energy, Eh: -0.2391
DFT total energy, eV: -229307.885
Strongest force on any atom, hartree/bohr: 0.06800
Kohn-Sham gap, eV: 6.119

Each line ends with the Löwdin charge.
Cartesian coordinates (Å):
1 Ca 0.10 0.07 0.63  0.992
2 C -0.16 0.55 5.04  -0.055
3 C 0.73 1.12 3.96  -0.543
4 O 1.63 2.10 4.52  -0.071
5 P 1.81 -0.16 3.19  0.516
6 O 3.26 0.23 3.65  -0.073
7 O 1.61 -1.56 3.91  -0.114
8 O 1.72 -0.28 1.71  -0.496
9 P -0.13 1.97 2.55  0.262
10 O -0.91 3.17 3.31  -0.115
11 O 0.97 2.51 1.73  -0.284
12 O -1.17 1.10 1.89  -0.486
13 H 0.43 -0.02 5.76  0.090
14 H -0.91 -0.11 4.60  0.057
15 H -0.65 1.37 5.57  0.090
16 H 1.73 2.83 3.88  0.091
17 H 3.24 1.02 4.23  0.090
18 H 0.82 -2.05 3.61  0.007
19 H -1.81 2.89 3.51  0.086
20 O -0.25 -1.25 -1.05  -0.295
21 N -1.42 -1.41 -1.43  0.013
22 N -2.20 -0.40 -1.32  -0.104
23 O -1.72 0.90 -1.20  -0.158
24 C -3.61 -0.59 -1.31  -0.223
25 C -4.39 0.24 -0.52  -0.043
26 C -5.75 0.02 -0.44  -0.061
27 C -6.33 -1.04 -1.13  -0.070
28 C -5.54 -1.87 -1.90  -0.063
29 C -4.18 -1.66 -2.00  -0.021
30 H -3.92 1.03 0.04  0.125
31 H -6.36 0.67 0.18  0.112
32 H -7.40 -1.20 -1.05  0.106
33 H -6.00 -2.70 -2.44  0.109
34 H -3.55 -2.31 -2.59  0.117
35 C -3.79 2.42 -2.72  -0.125
36 Si -1.95 2.04 -2.47  0.672
37 C -1.13 3.58 -1.73  -0.582
38 C 0.36 3.36 -1.40  -0.104
39 C -1.24 4.76 -2.71  -0.084
40 C -1.86 3.95 -0.43  -0.075
41 C -1.32 1.33 -4.14  -0.581
42 C -2.00 -0.01 -4.46  -0.084
43 C -1.65 2.31 -5.28  -0.085
44 C 0.20 1.09 -4.12  -0.096
45 H -3.91 3.21 -3.47  0.041
46 H -4.26 2.77 -1.80  0.034
47 H -4.36 1.56 -3.07  0.036
48 H 0.94 3.04 -2.27  0.062
49 H 0.47 2.64 -0.61  0.026
50 H 0.78 4.31 -1.04  0.095
51 H -0.67 4.58 -3.63  0.067
52 H -0.83 5.66 -2.24  0.090
53 H -2.27 4.97 -2.98  0.079
54 H -1.87 3.12 0.28  0.059
55 H -2.88 4.27 -0.63  0.078
56 H -1.33 4.78 0.05  0.097
57 H -3.08 0.03 -4.31  0.071
58 H -1.60 -0.82 -3.85  0.065
59 H -1.82 -0.27 -5.50  0.091
60 H -2.73 2.37 -5.44  0.080
61 H -1.20 1.95 -6.21  0.090
62 H -1.28 3.31 -5.08  0.060
63 H 0.51 0.53 -3.24  0.021
64 H 0.76 2.03 -4.15  0.080
65 H 0.50 0.51 -5.00  0.092
66 C -4.94 -3.38 4.91  -0.121
67 C -4.14 -2.56 3.91  -0.293
68 C -3.87 -3.31 2.61  -0.304
69 C -3.12 -2.49 1.57  -0.372
70 Ge -1.15 -2.04 1.86  0.836
71 C -0.20 -3.83 1.63  -0.376
72 C -0.45 -5.00 2.60  -0.301
73 C 0.11 -4.77 4.00  -0.296
74 C -0.22 -5.91 4.96  -0.116
75 H -5.13 -2.82 5.83  0.064
76 H -4.40 -4.30 5.17  0.066
77 H -5.90 -3.68 4.49  0.067
78 H -3.18 -2.27 4.35  0.073
79 H -4.68 -1.63 3.68  0.105
80 H -4.84 -3.63 2.20  0.104
81 H -3.32 -4.22 2.85  0.082
82 H -3.65 -1.54 1.43  0.029
83 H -3.15 -3.01 0.60  0.046
84 H -1.16 -2.00 3.47  -0.065
85 H 0.88 -3.62 1.61  0.030
86 H -0.46 -4.15 0.61  0.048
87 H 0.01 -5.91 2.20  0.104
88 H -1.52 -5.19 2.67  0.082
89 H -0.31 -3.84 4.40  0.074
90 H 1.20 -4.65 3.93  0.108
91 H -1.30 -5.98 5.10  0.066
92 H 0.24 -5.75 5.93  0.066
93 H 0.13 -6.86 4.56  0.069
94 C 4.89 -0.40 -5.19  -0.092
95 C 3.80 -1.21 -4.87  -0.086
96 C 3.07 -0.95 -3.72  -0.130
97 C 3.42 0.10 -2.87  -0.344
98 C 4.50 0.91 -3.21  -0.090
99 C 5.23 0.66 -4.37  -0.083
100 As 2.40 0.30 -1.18  1.372
101 C 3.69 1.40 -0.25  -0.330
102 C 3.79 2.78 -0.28  -0.100
103 C 4.76 3.41 0.49  -0.079
104 C 5.61 2.66 1.29  -0.077
105 C 5.53 1.28 1.30  -0.024
106 C 4.57 0.63 0.52  -0.196
107 C 4.36 -0.82 0.44  -0.204
108 C 5.07 -1.79 1.15  -0.018
109 C 4.70 -3.12 1.05  -0.072
110 C 3.64 -3.51 0.25  -0.081
111 C 2.93 -2.55 -0.47  -0.094
112 C 3.30 -1.22 -0.38  -0.325
113 H 5.47 -0.60 -6.08  0.101
114 H 3.53 -2.03 -5.51  0.103
115 H 2.22 -1.58 -3.47  0.100
116 H 4.78 1.73 -2.57  0.093
117 H 6.07 1.29 -4.62  0.103
118 H 3.12 3.36 -0.90  0.093
119 H 4.84 4.49 0.48  0.102
120 H 6.35 3.16 1.90  0.102
121 H 6.20 0.70 1.92  0.109
122 H 5.88 -1.50 1.80  0.108
123 H 5.25 -3.87 1.61  0.103
124 H 3.34 -4.55 0.19  0.105
125 H 2.08 -2.84 -1.07  0.099

=====

Record 3
Here is one molecule with the formula C4H6N2O at a distorted geometry from OMol25. Energies are from wB97M-V/def2-TZVPD.

Output
2S+1: 1
LUMO energy (alpha / beta), eV: 0.3 / 0.3
Structure (SMILES): Cc1ncc(O)[nH]1
HOMO energy (alpha / beta), Eh: -0.2852 / -0.2852
DFT total energy, eV: -9270.510
Strongest force on any atom, hartree/bohr: 0.04022
Kohn-Sham gap (alpha / beta), eV: 8.067 / 8.068

Each line ends with the natural charge from an NBO analysis.
Cartesian coordinates (Å):
1 C 2.08 -0.30 0.17  -0.670
2 C 0.65 -0.01 -0.11  0.433
3 N 0.05 -0.35 -1.26  -0.504
4 C -1.19 0.12 -1.12  0.085
5 C -1.45 0.67 0.14  0.114
6 O -2.29 -0.38 0.70  -0.717
7 N -0.17 0.62 0.73  -0.535
8 H 2.43 -1.02 -0.57  0.253
9 H 2.21 -0.72 1.17  0.228
10 H 2.68 0.62 0.09  0.234
11 H -1.98 -0.08 -1.83  0.190
12 H -3.17 -0.29 0.32  0.472
13 H 0.14 1.11 1.57  0.418

=====

Record 4
Here is C24H20Br2N5O2Pd as an isolated structure from OMol25. Energies are from wB97M-V/def2-TZVPD.

Output
2S+1: 1
LUMO energy (alpha / beta), eV: -11.6 / -11.6
HOMO energy (alpha / beta), Eh: -0.6375 / -0.6375
DFT total energy, eV: -180293.655
Strongest force on any atom, hartree/bohr: 0.01137
Total charge: +3
Kohn-Sham gap (alpha / beta), eV: 5.706 / 5.705

Each line ends with the natural charge from an NBO analysis.
Cartesian coordinates (Å):
1 Pd -0.19 0.44 -0.33  0.980
2 Br -1.93 -5.26 -2.94  0.241
3 C -1.51 -3.52 -2.48  -0.029
4 C -2.42 -2.49 -2.66  -0.236
5 C -2.07 -1.21 -2.26  0.087
6 N -0.86 -0.93 -1.76  -0.505
7 C 0.05 -1.91 -1.65  0.252
8 C -0.24 -3.22 -1.97  -0.268
9 C 1.61 0.02 -1.65  0.104
10 C 2.16 1.05 -0.89  -0.259
11 C 2.30 2.33 -1.49  -0.072
12 Br 2.97 3.73 -0.46  0.209
13 C 1.99 2.47 -2.82  -0.207
14 C 1.52 1.34 -3.53  0.121
15 N 1.32 0.17 -2.97  -0.432
16 H -3.40 -2.67 -3.08  0.272
17 H -2.75 -0.38 -2.35  0.246
18 H 0.50 -4.00 -1.87  0.258
19 H 2.59 0.90 0.09  0.262
20 H 2.11 3.41 -3.33  0.276
21 H 1.31 1.42 -4.59  0.243
22 C 0.46 2.54 4.79  -0.060
23 C 0.19 3.09 3.53  -0.210
24 C 0.27 2.29 2.42  -0.157
25 C 0.64 0.94 2.56  0.134
26 C 0.91 0.39 3.83  -0.151
27 C 0.81 1.20 4.94  -0.197
28 N 0.79 0.22 1.40  -0.106
29 N 1.41 -0.88 1.45  -0.211
30 C 1.75 -1.65 0.34  0.279
31 C 2.54 -2.70 0.73  -0.226
32 C 3.28 -3.46 -0.19  0.077
33 C 3.28 -3.18 -1.57  -0.275
34 C 2.43 -2.24 -2.03  0.055
35 C 1.49 -1.46 -1.16  -0.183
36 H 0.40 3.17 5.67  0.256
37 H -0.05 4.14 3.44  0.254
38 H 0.09 2.69 1.43  0.229
39 H 1.18 -0.66 3.93  0.254
40 H 1.00 0.80 5.92  0.262
41 H 2.67 -2.89 1.79  0.278
42 H 3.92 -4.25 0.19  0.270
43 H 3.93 -3.73 -2.24  0.284
44 H 2.33 -2.04 -3.09  0.271
45 N -5.09 2.09 0.54  -0.683
46 C -4.01 1.36 1.28  -0.340
47 C -2.84 1.18 0.31  0.771
48 O -2.94 1.62 -0.83  -0.652
49 O -1.82 0.58 0.81  -0.679
50 H -5.33 2.98 0.98  0.456
51 H -5.94 1.55 0.44  0.455
52 H -4.70 2.28 -0.40  0.475
53 H -4.38 0.39 1.61  0.266
54 H -3.70 1.93 2.15  0.261